A:
The following is a DFT calculation (wB97M-V/def2-TZVPD) of a single C2H5NO2S2 molecule.

Each line ends with the Mulliken charge.
Cartesian coordinates (Å):
C  -1.28  -1.52  -0.27  -0.0528
C  0.60  1.59  0.28  -0.8181
N  -0.52  -1.88  -1.19  -0.5111
O  -1.43  0.21  1.66  -0.6349
O  -3.21  0.07  -0.18  -0.5494
S  -0.79  1.55  -0.95  -0.0863
S  -1.84  0.09  0.18  0.9621
H  -1.63  -2.19  0.44  0.4053
H  0.80  2.64  0.38  0.3292
H  1.39  1.09  -0.05  0.3388
H  0.22  1.14  1.18  0.3356
H  -0.28  -2.93  -1.24  0.2818

The total charge is 0. For the frontier orbital gap, the calculation gives 10.260 eV. For the molecular weight, the calculation gives 139.2 Da. The HOMO energy is -10.165 eV. Its SMILES is [H]/N=C/S(=O)(=O)SC.



B:
The following is a DFT calculation (wB97M-V/def2-TZVPD) of a molecular structure, C2H5NO2S2.

Each line ends with the Mulliken charge.
Cartesian coordinates (Å):
C  -0.29  0.90  0.63  -0.5528
C  0.15  -0.55  0.73  -0.4595
N  0.10  1.60  -0.58  -0.3230
O  1.36  -1.92  -1.20  -0.5153
O  -1.10  -2.26  -0.83  -0.5362
S  -0.56  1.13  -2.08  -0.0218
S  0.05  -1.40  -1.00  0.8617
H  -1.43  0.91  0.71  0.2803
H  0.04  1.57  1.56  0.3128
H  1.14  -0.49  1.23  0.3463
H  -0.56  -1.14  1.44  0.3102
H  1.10  1.66  -0.61  0.2973

The total charge is 0. For the frontier orbital gap (alpha / beta), the calculation gives 7.159 / 7.371 eV. For the molecular weight, the calculation gives 139.2 Da. The HOMO energy (alpha / beta) is -9.180 / -9.139 eV.



C:
The following is a DFT calculation (wB97M-V/def2-TZVPD) of 3 unconnected molecules or ions with the total composition C2H5NO2S2.

Each line ends with the Mulliken charge.
Cartesian coordinates (Å):
C  -3.79  -0.98  0.30  0.6950
C  2.93  -0.12  -0.60  -0.2685
N  2.25  -0.77  0.28  -0.3090
O  -3.49  -1.81  -0.42  -0.3286
O  -4.24  -0.18  1.01  -0.3672
S  2.26  -2.42  0.49  -0.1235
S  -1.44  2.37  0.13  -0.2967
H  -1.29  2.41  -1.16  0.1334
H  3.42  -0.42  -1.47  0.2829
H  2.67  0.86  -0.34  0.2702
H  1.46  -2.45  1.58  0.1522
H  -0.73  3.52  0.20  0.1598

The total charge is 0. For the frontier orbital gap, the calculation gives 9.460 eV. For the molecular weight, the calculation gives 139.2 Da. The HOMO energy is -9.040 eV. Its SMILES is O=C=O.C=NS.S.



Relative energies in kJ/mol: A 114.8; B 187.8; C 0.0